Computed, not measured: a 2-piece molecular cluster, C27H25N2O overall at a distorted geometry, with ωB97M-V/def2-TZVPD.

```
55
Properties=species:S:1:pos:R:3:mulliken_charge:R:1
C 5.3097 3.6738 -2.2405 -0.848
N 4.0491 3.1214 -1.7542 0.166
C 3.0274 3.7703 -1.1250 -0.659
C 1.9613 2.8510 -0.8698 0.424
C 0.6860 3.0553 -0.2701 -0.865
C -0.5859 2.7011 -0.8238 1.112
C -0.7094 1.8456 -1.9541 -0.168
C -1.9442 1.3838 -2.3734 -0.829
C -3.1346 1.9039 -1.8356 1.071
C -4.4445 1.4833 -2.4245 -1.429
C -3.0512 2.8754 -0.8171 -0.832
C -1.8143 3.2183 -0.2898 -0.822
C 2.4750 1.5475 -1.2765 0.237
C 2.0678 0.2415 -1.0330 0.746
C 2.9609 -0.8177 -1.2886 -0.530
C 4.2759 -0.5687 -1.7294 -0.988
C 4.6724 0.7377 -2.0526 -0.867
C 3.7592 1.7563 -1.8221 0.250
H 5.9892 2.8269 -2.3541 0.277
H 5.2240 4.1753 -3.2202 0.291
H 5.7718 4.3722 -1.5283 0.363
H 3.0879 4.8239 -0.8672 0.467
H 0.6802 3.6979 0.6231 0.421
H 0.2006 1.5460 -2.4696 0.589
H -1.9890 0.6115 -3.1499 0.421
H -5.2949 1.9580 -1.9310 0.362
H -4.4820 1.7561 -3.4840 0.346
H -4.6199 0.3991 -2.3868 0.346
H -3.9687 3.3405 -0.4149 0.330
H -1.7523 3.9033 0.5677 0.359
H 1.0639 0.0944 -0.6233 0.360
H 2.6122 -1.8434 -1.1352 0.294
H 5.0135 -1.3657 -1.8191 0.383
H 5.6590 0.9754 -2.4446 0.258
C -3.3379 -4.9732 4.9565 -0.812
O -3.1375 -3.5465 4.9177 -0.415
C -2.3124 -3.0319 3.9700 0.728
C -1.6453 -3.8172 3.0232 -0.526
C -0.9970 -3.2027 1.9320 0.978
C -0.9808 -1.7610 1.7805 -0.329
C -1.5771 -1.0011 2.8232 -0.612
C -2.2158 -1.6089 3.8796 -0.657
N -0.4690 -1.1991 0.6416 -0.298
C -0.0377 -2.0118 -0.3261 -0.482
C 0.1090 -3.4068 -0.1886 -0.997
C -0.4100 -3.9977 0.9348 -0.531
H -3.9853 -5.1258 5.8185 0.243
H -3.8452 -5.3694 4.0622 0.351
H -2.4073 -5.5480 5.0881 0.323
H -1.7260 -4.9145 3.0872 0.307
H -1.5343 0.0818 2.7398 0.446
H -2.7193 -1.0162 4.6340 0.421
H 0.2575 -1.5603 -1.2748 1.000
H 0.6169 -3.9662 -0.9621 0.421
H -0.4015 -5.0749 1.0805 0.405
```

The calculation puts the energy above the lowest of the compared OMol25 structures with the same formula, charge and spin at 115.2 kJ/mol. As for the total charge: +1. As for the multiplicity: 1. Its HOMO energy is -0.3755 Ha.

***

Computed, not measured: a 4-piece molecular cluster, C3H12O4 overall at a distorted geometry, with ωB97M-V/def2-TZVPD.

```
19
Properties=species:S:1:pos:R:3:mulliken_charge:R:1
C 0.9147 1.6525 -0.8843 -0.769
C 1.8722 0.9407 0.1429 -0.350
C 1.3625 -0.3322 0.7775 -0.074
O 1.3580 -1.4000 0.2157 -0.577
H 1.5002 2.1111 -1.6733 0.284
H 0.3899 2.4915 -0.3376 0.247
H 0.1912 0.9838 -1.3360 0.173
H 2.7227 0.6002 -0.4654 0.236
H 2.2299 1.7010 0.8175 0.364
H 0.9560 -0.2538 1.8115 0.436
O -2.8479 0.8081 -1.2022 -0.650
H -2.0215 0.3091 -1.0496 0.386
H -2.5822 1.7173 -1.0331 0.310
O -0.9642 -0.8043 3.0055 -0.665
H -1.3880 -0.2349 2.3554 0.326
H -0.9379 -1.6853 2.6264 0.325
O -0.6976 -0.8757 -1.8805 -0.644
H -1.1323 -1.6445 -2.2688 0.300
H -0.1433 -1.2677 -1.1890 0.344
```

The calculation puts the energy above the lowest of the compared OMol25 structures with the same formula, charge and spin at 66.7 kJ/mol. As for the total charge: 0. As for the multiplicity: 1. Its SMILES is CCC=O.O.O.O. Its HOMO energy is -0.3762 Ha.

***

Computed, not measured: C8H14O3 as an isolated structure at a distorted geometry, with ωB97M-V/def2-TZVPD.

```
25
Properties=species:S:1:pos:R:3:mulliken_charge:R:1
C 3.0184 1.6446 -0.0195 -0.890
C 2.4579 0.2299 -0.5153 0.595
C 0.1967 -1.3773 -0.1505 0.228
C -1.2625 -0.4795 0.2527 -0.615
C -2.5122 -0.8566 -0.6146 -0.263
C -3.2260 0.3662 -0.0076 -0.810
C 1.1730 -1.1189 0.9616 -0.392
C 2.3919 -0.7426 0.7131 -0.739
H 1.8761 2.2560 0.2448 0.230
H 3.5943 1.5785 1.3022 0.253
H 3.6983 2.1353 -1.0050 0.248
H 3.2772 -0.2507 -1.2548 0.197
H 0.1919 -2.4696 -0.2921 0.376
H -1.0731 0.5606 -0.0764 0.303
H -1.2871 -0.6129 1.4107 0.281
H -2.3075 -0.6655 -1.8142 0.264
H -3.2517 -1.7797 -0.3284 0.263
H -4.1244 0.4552 -0.6908 0.425
H -3.2958 -0.1077 1.0261 0.348
H -2.9471 2.0941 -0.7172 0.367
H 1.0996 -1.5939 2.1380 0.168
H 3.0483 -0.3968 1.6146 0.226
O 1.3209 0.3654 -1.0807 -0.232
O 0.6848 -0.8447 -1.4403 -0.331
O -2.7420 1.6105 0.3435 -0.499
```

The calculation puts the energy above the lowest of the compared OMol25 structures with the same formula, charge and spin at 1178.6 kJ/mol. As for the total charge: 0. As for the multiplicity: 1. Its HOMO energy is -0.3361 Ha.

***

Computed, not measured: one molecule with the formula CH2N4S2 at a distorted geometry, with ωB97M-V/def2-TZVPD.

```
9
Properties=species:S:1:pos:R:3:mulliken_charge:R:1
C -1.7538 -0.0624 -0.6244 0.357
N 1.3851 -0.1322 -0.4299 0.075
N -0.9995 0.7360 -0.2297 0.539
N 1.2207 0.9810 0.0780 -0.074
N -0.0296 1.4925 -0.0105 -0.951
S 2.7250 -0.9430 -0.3669 -0.144
S -3.1874 -0.8404 -0.2002 -0.124
H 3.5223 -0.4693 0.6843 0.172
H -2.8828 -0.7621 1.0993 0.150
```

The calculation puts the energy above the lowest of the compared OMol25 structures with the same formula, charge and spin at 356.7 kJ/mol. As for the total charge: 0. As for the multiplicity: 1. Its HOMO energy is -0.3041 Ha.

***

Computed, not measured: C29H35Cl3N4O2P2Pb as an isolated structure at a distorted geometry, with ωB97M-V/def2-TZVPD.

```
76
Properties=species:S:1:pos:R:3:mulliken_charge:R:1
Pb -0.7907 1.4759 -1.0137 1.382
C 5.6223 2.3162 1.3968 -0.721
C 4.9724 1.5445 0.5204 -0.455
C 3.8934 0.5441 0.8721 -0.447
C 2.5558 1.1302 1.3616 1.737
C 2.3477 1.1061 2.8578 -0.685
C 3.3050 1.1078 3.7959 -0.486
C 4.7938 1.1543 3.6016 -0.938
C 5.3211 2.4179 2.8583 -0.650
C -2.2983 2.9591 -0.2893 -1.138
H 6.4040 3.0079 1.0485 0.343
H 5.2004 1.5961 -0.5580 0.370
H 4.2587 -0.1864 1.6069 0.301
H 3.6823 0.0007 -0.0589 0.134
H 2.3539 2.1314 0.9397 0.255
H 1.7516 0.5062 0.9418 -0.844
H 1.2890 1.0663 3.1618 0.294
H 3.0024 1.0551 4.8512 0.352
H 5.1837 0.2299 3.1525 0.377
H 5.2220 1.2151 4.6164 0.382
H 4.6004 3.2401 3.0044 0.326
H 6.2501 2.7196 3.3625 0.459
H -2.1854 3.8793 -0.8791 0.452
H -2.2122 3.1517 0.7873 0.325
H -3.2471 2.4603 -0.5235 0.112
P -2.3424 -0.3209 0.4702 0.148
P -0.6748 -0.8905 -2.5939 -0.301
N -1.9360 -0.8289 2.0946 0.565
N -4.1251 -0.5625 0.6916 0.494
N 0.5899 -1.8623 -1.8408 0.248
N -0.5433 -1.7306 -4.1638 0.326
C -2.0436 -1.9253 -0.3232 -0.708
C -2.0685 -1.8637 -1.8625 -1.460
C -1.8515 0.0640 3.1685 -0.696
C -1.8171 -0.6710 4.3476 -0.693
C -1.8956 -2.0565 3.9985 -0.767
C -1.9720 -2.1254 2.6157 -0.305
C -5.1125 0.3363 0.2901 -0.322
C -6.3559 -0.2561 0.4732 -0.621
C -6.1330 -1.5671 1.0034 -0.733
C -4.7610 -1.7327 1.1172 -0.125
C 1.6109 -1.3118 -1.0653 -0.773
C 2.1806 -2.3160 -0.2914 0.015
C 1.5053 -3.5371 -0.6037 -1.609
C 0.5219 -3.2289 -1.5323 -0.227
C -0.1241 -3.0079 -4.5610 -0.222
C -0.5048 -3.2255 -5.8822 -0.662
C -1.1906 -2.0408 -6.3216 -0.604
C -1.2102 -1.1541 -5.2581 -0.407
H -2.8151 -2.6416 -0.0053 0.405
H -1.0819 -2.3051 0.0447 0.529
H -2.0442 -2.8945 -2.2511 0.506
H -3.0043 -1.3915 -2.2103 0.551
H -1.8388 1.1268 2.9697 0.456
H -1.7757 -0.2607 5.3453 0.460
H -1.9268 -2.9069 4.6649 0.433
H -2.0638 -2.9829 1.9657 0.440
H -4.8262 1.3069 -0.0813 0.153
H -7.3121 0.1871 0.2457 0.432
H -6.8757 -2.3053 1.2669 0.438
H -4.1969 -2.5899 1.4499 0.254
H 1.8634 -0.2682 -1.1846 0.909
H 2.9755 -2.1882 0.4239 0.439
H 1.7240 -4.5212 -0.2134 0.437
H -0.2126 -3.8728 -1.9881 0.574
H 0.4251 -3.6596 -3.9037 0.492
H -0.3259 -4.1209 -6.4623 0.429
H -1.6063 -1.8625 -7.3028 0.420
H -1.6271 -0.1658 -5.1516 0.374
Cl 2.5753 5.9773 -1.5951 -0.132
C 0.9227 5.4678 -2.0149 0.497
Cl -0.2355 6.4131 -1.0071 -0.142
Cl 0.6592 5.7606 -3.7450 -0.126
C 0.6353 3.9126 -1.6399 0.327
O 1.1253 3.4747 -0.5754 -0.633
O -0.1592 3.2966 -2.4305 -0.720
```

The calculation puts the energy above the lowest of the compared OMol25 structures with the same formula, charge and spin at 0.0 kJ/mol. As for the total charge: 0. As for the multiplicity: 1. Its HOMO energy is -0.3053 Ha.